(1)
Formula: C6H5BrClN2O3P
Source: the OMol25 dataset
Level of theory: the ωB97M-V functional and the def2-TZVPD basis

* energy relative to the best compared isomer or geometry (same formula, charge and spin): 4.5429 eV
* E_tot: -107278.7490 eV
* orbital gap (spin up / spin down): 5.196 / 5.538 eV
* E_HOMO (spin up / spin down): -0.0111 / -0.0237 Ha
* LUMO level (spin up / spin down): 4.895 / 4.892 eV
* net charge: -2

Last column: Mulliken charge in e.
Geometry (Å):
1 C -1.221 -1.485 0.888  -0.50
2 C -0.576 -2.567 1.389  -0.40
3 C 0.895 -0.756 0.133  -0.25
4 C -0.537 -0.543 0.046  0.76
5 C 0.775 -2.759 1.112  0.19
6 C -0.644 4.284 -0.863  -0.30
7 N 1.431 -1.846 0.465  -0.58
8 N -1.163 0.419 -0.489  -1.04
9 O 0.357 4.911 1.675  -0.78
10 O -0.922 2.775 1.303  -0.55
11 O 1.380 2.992 0.284  -0.66
12 P 0.204 3.781 0.717  0.80
13 Cl 1.650 -4.078 1.767  -0.29
14 Br 0.098 5.772 -1.632  -0.18
15 H -2.200 -1.183 1.148  0.35
16 H -1.077 -3.365 1.821  0.40
17 H 1.433 0.124 -0.173  0.45
18 H -0.500 3.379 -1.454  0.26
19 H -0.973 1.951 0.778  0.32

---

(2)
Formula: C16H28N6S2Si2Zr
Source: the OMol25 dataset
Level of theory: the ωB97M-V functional and the def2-TZVPD basis

* energy relative to the best compared isomer or geometry (same formula, charge and spin): 0.2310 eV
* E_tot: -64682.2061 eV
* orbital gap: 7.757 eV
* E_HOMO: -0.5474 Ha
* LUMO level: -7.140 eV
* net charge: +2

Last column: Mulliken charge in e.
Geometry (Å):
1 Zr 0.843 -0.636 -0.972  -0.27
2 C 3.046 -0.694 4.046  -1.28
3 C 3.667 -0.535 2.709  0.85
4 N 4.921 -0.388 2.447  -0.71
5 N 4.986 -0.285 1.083  0.25
6 C 3.813 -0.361 0.474  0.30
7 S 3.505 -0.263 -1.193  -0.36
8 N 2.951 -0.516 1.511  0.21
9 N 1.566 -0.677 1.362  -0.46
10 H 3.836 -0.715 4.793  0.36
11 H 2.483 -1.627 4.114  0.34
12 H 2.379 0.139 4.276  0.33
13 H 5.883 -0.176 0.633  0.19
14 H 1.084 -0.016 1.973  0.19
15 H 1.316 -1.621 1.658  0.42
16 C -3.918 0.026 0.873  -1.28
17 Si -2.092 -0.259 0.937  0.80
18 C -1.775 -2.093 1.227  -1.17
19 C -1.318 0.729 2.349  -1.37
20 C -1.140 0.246 -0.624  1.73
21 C -0.524 1.609 -0.624  -1.03
22 C -1.168 2.837 -0.531  -0.59
23 C -0.416 3.996 -0.602  -0.51
24 C 0.968 3.924 -0.768  -1.02
25 C 1.556 2.687 -0.841  -0.18
26 N 0.826 1.558 -0.760  0.41
27 Si -1.696 -0.236 -2.375  0.15
28 C -0.061 0.076 -3.392  -1.24
29 C -1.863 -2.091 -2.386  -1.00
30 C -3.122 0.662 -3.104  -1.00
31 H -4.376 -0.364 1.786  0.38
32 H -4.380 -0.490 0.026  0.34
33 H -4.168 1.088 0.804  0.37
34 H -1.645 -2.306 2.293  0.47
35 H -0.918 -2.502 0.690  0.29
36 H -2.641 -2.680 0.906  0.37
37 H -2.068 1.368 2.823  0.42
38 H -0.515 1.402 2.029  0.37
39 H -0.947 0.068 3.141  0.44
40 H -2.244 2.864 -0.412  0.57
41 H -0.902 4.962 -0.536  0.51
42 H 1.574 4.816 -0.842  0.47
43 H 2.623 2.564 -0.966  0.51
44 H 0.778 -0.621 -3.174  0.43
45 H 0.314 1.097 -3.313  0.48
46 H -0.239 -0.116 -4.450  0.51
47 H -0.945 -2.615 -2.106  0.37
48 H -2.123 -2.436 -3.391  0.45
49 H -2.646 -2.434 -1.705  0.32
50 H -3.001 1.746 -3.057  0.37
51 H -4.033 0.394 -2.562  0.33
52 H -3.249 0.373 -4.149  0.41
53 S 2.282 -5.155 -0.657  -0.28
54 C 1.698 -3.727 -0.714  0.85
55 N 1.234 -2.600 -0.758  -0.84

---

(3)
Formula: CHN5O
Source: the OMol25 dataset
Level of theory: the ωB97M-V functional and the def2-TZVPD basis

* energy relative to the best compared isomer or geometry (same formula, charge and spin): 0.7029 eV
* E_tot: -10545.5253 eV
* orbital gap: 5.781 eV
* E_HOMO: 0.0892 Ha
* LUMO level: 8.210 eV
* net charge: -2

Last column: Mulliken charge in e.
Geometry (Å):
1 C 0.044 0.149 -0.004  0.42
2 N -1.736 -1.122 -0.036  -0.46
3 N -0.340 -1.144 -0.066  -0.41
4 N -1.161 0.980 0.072  -0.40
5 N -2.159 0.100 -0.028  -0.39
6 N 1.346 0.310 0.214  -0.22
7 O 2.290 1.283 -0.175  -0.88
8 H 1.716 -0.556 0.022  0.34

---

(4)
Formula: C6H8NO
Source: the OMol25 dataset
Level of theory: the ωB97M-V functional and the def2-TZVPD basis

* energy relative to the best compared isomer or geometry (same formula, charge and spin): 1.6010 eV
* structure (SMILES): C=[N+]=C/C=C\C=C\O
* E_tot: -9878.7794 eV
* orbital gap: 8.230 eV
* E_HOMO: -0.5034 Ha
* LUMO level: -5.467 eV
* net charge: +1

Last column: Mulliken charge in e.
Geometry (Å):
1 C 1.453 -0.497 -1.738  -0.26
2 N 0.586 0.139 -1.068  -0.15
3 C 0.075 1.373 -0.782  0.03
4 C -0.777 1.662 0.280  -0.61
5 C -1.413 0.735 1.131  -0.24
6 C -0.993 -0.588 1.131  -0.22
7 C 0.333 -0.859 0.778  -0.02
8 O 0.870 -2.065 0.470  -0.45
9 H 1.288 -1.537 -1.849  0.27
10 H 2.025 0.021 -2.404  0.34
11 H 0.435 2.331 -1.342  0.31
12 H -1.076 2.632 0.364  0.43
13 H -2.354 1.035 1.649  0.36
14 H -1.741 -1.329 1.432  0.33
15 H 1.028 -0.204 1.241  0.49
16 H 0.263 -2.851 0.708  0.39

---

(5)
Formula: C2H4NOP
Source: the OMol25 dataset
Level of theory: the ωB97M-V functional and the def2-TZVPD basis

* energy relative to the best compared isomer or geometry (same formula, charge and spin): 1.1972 eV
* E_tot: -14963.4485 eV
* orbital gap: 9.235 eV
* E_HOMO: -0.3327 Ha
* LUMO level: 0.181 eV
* net charge: 0

Last column: Mulliken charge in e.
Geometry (Å):
1 C 2.114 0.129 0.054  0.46
2 C 1.441 1.083 0.859  -0.86
3 N 2.462 -0.709 -0.630  -0.42
4 O -1.105 1.743 -0.689  -0.43
5 P -0.730 0.547 0.309  0.22
6 H 1.305 0.619 1.877  0.26
7 H 1.705 2.131 0.993  0.37
8 H -1.326 1.396 -1.576  0.35
9 H -0.308 -0.434 -0.694  0.06

---

(6)
Formula: C6H15CaNO6S
Source: the OMol25 dataset
Level of theory: the ωB97M-V functional and the def2-TZVPD basis

* energy relative to the best compared isomer or geometry (same formula, charge and spin): 8.8658 eV
* E_tot: -49505.5437 eV
* orbital gap: 2.831 eV
* E_HOMO: -0.2492 Ha
* LUMO level: -3.951 eV
* net charge: 0

Last column: Mulliken charge in e.
Geometry (Å):
1 Ca 0.229 -3.154 -1.321  0.99
2 S 3.784 -4.911 -4.573  1.26
3 O 3.684 -3.737 -3.704  -0.56
4 O 2.493 -5.516 -4.319  -0.55
5 O 3.920 -4.509 -5.971  -0.63
6 O 4.814 -5.888 -4.163  -0.54
7 C 0.067 4.313 0.082  -0.74
8 O 0.459 3.365 1.104  -0.34
9 C 1.271 2.308 0.566  -0.58
10 C 1.274 1.118 1.532  -0.79
11 N 0.118 0.209 1.527  -0.32
12 C -1.129 0.895 1.781  -0.52
13 C -2.315 0.006 1.728  -0.66
14 O -2.341 -0.754 0.503  -0.23
15 C -3.527 -1.530 0.386  -0.80
16 H -0.418 5.123 0.627  0.26
17 H -0.764 3.884 -0.479  0.29
18 H 0.869 4.565 -0.611  0.31
19 H 2.234 2.769 0.351  0.50
20 H 0.939 1.910 -0.393  0.35
21 H 1.455 1.539 2.521  0.36
22 H 2.123 0.473 1.307  0.42
23 H 0.282 -0.299 2.385  0.28
24 H -1.406 1.610 1.006  0.18
25 H -1.052 1.431 2.727  0.42
26 H -3.184 0.645 1.881  0.40
27 H -2.269 -0.698 2.559  0.36
28 H -3.549 -2.476 0.928  0.31
29 H -3.651 -1.713 -0.681  0.27
30 H -4.408 -0.979 0.715  0.31